No. 1
{"formula": "C3H15NO3", "method": "ωB97M-V with the def2-TZVPD basis set", "multiplicity": 1, "gap_ha": 0.3533, "species": ["C", "N", "C", "C", "H", "H", "H", "H", "H", "H", "H", "H", "H", "O", "H", "H", "O", "H", "H", "O", "H", "H"], "positions_angstrom": [[0.67610, 1.18672, 0.30870], [0.96918, -0.11881, -0.21341], [2.25357, -0.60288, 0.28214], [0.87666, -0.16857, -1.66523], [0.60170, 1.14469, 1.40846], [1.50783, 1.91352, 0.14628], [-0.22523, 1.57950, -0.13279], [2.45859, -1.59674, -0.12132], [2.22153, -0.71385, 1.35823], [3.08218, 0.03629, -0.04841], [1.22809, -1.14748, -1.98202], [-0.17645, -0.09416, -1.93758], [1.43542, 0.66292, -2.12437], [-2.19936, 1.08406, -1.31981], [-2.73818, 1.86506, -1.47586], [-2.64926, 0.60233, -0.60329], [-0.49276, -1.88107, 1.44245], [-0.56201, -1.28244, 2.20047], [-0.03320, -1.36011, 0.73937], [-3.01190, -0.45004, 0.97169], [-2.16796, -0.90725, 1.13209], [-3.05453, 0.24833, 1.63419]], "mulliken_charge": [-1.08, 0.13, -1.00, -0.91, 0.33, 0.35, 0.30, 0.34, 0.32, 0.40, 0.33, 0.22, 0.30, -0.62, 0.28, 0.38, -0.82, 0.27, 0.50, -0.74, 0.40, 0.32]}

No. 2
{"formula": "C3H15NO3", "method": "ωB97M-V with the def2-TZVPD basis set", "multiplicity": 1, "gap_ha": 0.3184, "species": ["C", "N", "C", "C", "H", "H", "H", "H", "H", "H", "H", "H", "H", "O", "H", "H", "O", "H", "H", "O", "H", "H"], "positions_angstrom": [[-1.20311, 0.75914, -0.19257], [-1.20369, -0.57450, -0.74839], [-2.27263, -0.55694, -1.82257], [0.11047, -1.19410, -0.86309], [-0.52455, 0.79992, 0.67335], [-2.20947, 1.03399, 0.20220], [-0.91811, 1.53743, -0.91837], [-2.85189, -1.43746, -1.52931], [-2.88683, 0.31291, -1.86913], [-1.83398, -0.82257, -2.81769], [-0.09427, -2.24541, -1.27469], [0.46401, -1.27748, 0.18189], [0.91549, -0.72909, -1.42585], [2.79047, 1.64790, -0.45996], [2.93038, 2.58322, -0.63472], [2.02859, 1.46446, 0.09553], [0.44270, -1.13682, 2.23198], [0.29664, -1.53271, 3.09989], [-0.46030, -1.01704, 1.90371], [2.11031, 1.14303, 1.98509], [1.39079, 0.51594, 2.16670], [2.97896, 0.72618, 2.01599]], "mulliken_charge": [-1.03, 0.07, -1.02, -0.73, 0.14, 0.38, 0.35, 0.32, 0.41, 0.29, 0.32, 0.24, 0.29, -0.64, 0.29, 0.38, -0.71, 0.29, 0.33, -0.70, 0.42, 0.32]}

No. 3
{"formula": "C3H15NO3S", "method": "ωB97M-V with the def2-TZVPD basis set", "multiplicity": 1, "gap_ha": 0.3538, "species": ["N", "C", "C", "C", "S", "H", "H", "H", "H", "H", "H", "H", "H", "H", "O", "H", "H", "O", "H", "H", "O", "H", "H"], "positions_angstrom": [[0.33295, 2.48800, 0.32437], [1.05758, 1.37256, -0.27361], [0.42045, 0.06310, 0.19136], [0.96106, -1.20644, -0.39319], [0.22900, -2.70458, 0.31079], [0.90339, 3.32317, 0.30167], [0.12738, 2.24806, 1.28790], [1.02708, 1.37740, -1.35959], [2.10980, 1.28853, 0.03068], [0.44514, -0.00578, 1.27919], [-0.63547, 0.13807, -0.05245], [2.04417, -1.37512, -0.43456], [0.92041, -1.25443, -1.47618], [-1.01699, -2.26027, 0.09939], [-1.88234, -1.02425, -1.89281], [-2.24283, -0.26746, -1.40919], [-2.48682, -1.15342, -2.63036], [-3.35602, 1.47799, -0.52960], [-2.82440, 1.60068, 0.26752], [-3.13473, 2.23576, -1.08094], [2.66786, -1.87755, 2.55618], [1.80943, -1.66662, 2.15986], [2.52389, -2.81739, 2.72357]], "mulliken_charge": [-0.54, -0.67, 0.15, -0.91, -0.22, 0.23, 0.23, 0.30, 0.34, 0.30, -0.16, 0.42, 0.46, 0.11, -0.58, 0.34, 0.27, -0.69, 0.31, 0.33, -0.62, 0.27, 0.33]}

No. 4
{"formula": "C3H15NO4", "method": "ωB97M-V with the def2-TZVPD basis set", "multiplicity": 2, "gap_ha": [0.2848, 0.1583], "total_charge": -1, "s_squared": 0.76, "species": ["C", "N", "C", "O", "C", "H", "H", "H", "H", "H", "H", "H", "H", "H", "H", "H", "O", "H", "H", "O", "H", "H", "O"], "positions_angstrom": [[-0.43583, 1.35039, -0.92264], [-1.90563, 1.37022, -0.98527], [1.69346, -1.14736, 1.18900], [2.42379, -0.05172, 0.61307], [-0.17510, 1.76064, 0.54901], [-0.03084, 2.23234, -1.61264], [0.08694, 0.40368, -1.17090], [-2.20602, 0.90546, -0.14981], [1.59200, -1.94627, 0.44140], [2.27430, -1.62125, 1.99274], [2.34403, -0.20708, -0.58640], [-0.82287, 2.61673, 0.76274], [0.85478, 2.02068, 0.75680], [-0.41432, 0.80049, 1.16662], [-1.24818, -2.81599, -0.17828], [-1.69290, -1.30025, 0.61326], [-0.99079, -1.89189, 0.06871], [2.45616, -0.62900, -2.57171], [-2.95312, -0.66956, 1.85115], [1.93058, -0.43091, -1.79678], [0.76249, -0.69309, 1.51708], [-2.23181, 0.76017, -1.73714], [-2.35438, -0.27932, 1.22872]], "lowdin_spin": [0.00, 0.00, 0.07, 0.72, 0.01, 0.00, 0.00, 0.00, 0.01, 0.01, -0.01, 0.00, 0.00, 0.00, 0.00, 0.00, 0.00, 0.00, 0.00, 0.14, 0.04, 0.00, 0.00]}

No. 5
{"formula": "C3H15NO5S", "method": "ωB97M-V with the def2-TZVPD basis set", "multiplicity": 1, "gap_ha": 0.3310, "species": ["N", "C", "C", "O", "C", "S", "H", "H", "H", "H", "H", "H", "H", "O", "H", "H", "O", "H", "H", "O", "H", "H", "O", "H", "H"], "positions_angstrom": [[-0.35747, -0.02196, -0.75133], [-0.71251, -1.29644, -1.40790], [-0.22567, -2.47918, -0.52982], [-0.85218, -2.75955, 0.46185], [0.05506, -1.36175, -2.75616], [1.57454, -0.41057, -2.97026], [0.08412, -0.11196, 0.16628], [-1.19254, 0.54566, -0.69379], [-1.79756, -1.45338, -1.41448], [0.62899, -3.04122, -0.90096], [0.50732, -2.36473, -2.86943], [-0.61775, -1.30781, -3.61947], [1.21297, 0.73054, -2.42946], [0.02887, -0.17815, 2.07253], [0.56706, 0.49636, 2.54798], [0.12626, -1.03389, 2.48118], [-2.55243, 1.05227, 0.93254], [-3.25462, 0.46249, 0.61970], [-2.16868, 0.48466, 1.61669], [1.03419, 2.86279, 0.56380], [0.45383, 3.45207, 0.07812], [0.36039, 2.35805, 1.06647], [2.10869, 1.53557, 2.56321], [2.05995, 2.34988, 3.09150], [2.92915, 1.49026, 2.08121]], "mulliken_charge": [-0.23, 0.41, -0.26, -0.48, -0.82, -0.20, 0.13, 0.17, 0.32, 0.31, 0.26, 0.37, 0.09, -0.59, 0.31, 0.26, -0.65, 0.31, 0.32, -0.57, 0.29, 0.30, -0.62, 0.30, 0.27]}

No. 6
{"formula": "C3H15O4S", "method": "ωB97M-V with the def2-TZVPD basis set", "multiplicity": 1, "gap_ha": 0.2655, "total_charge": -1, "species": ["C", "C", "C", "S", "H", "H", "H", "H", "H", "H", "H", "H", "H", "O", "H", "H", "O", "H", "H", "O", "H", "H", "O"], "positions_angstrom": [[0.45277, -0.33039, -2.02305], [0.31148, 1.20649, -2.20161], [0.79942, 1.96368, -0.94396], [-0.22431, 1.75138, 0.50997], [0.94248, -0.54904, -1.06855], [1.06943, -0.84701, -2.75120], [-0.53866, -0.76476, -1.89487], [0.82218, 1.52795, -3.10228], [-0.75611, 1.45464, -2.26026], [0.69076, 3.00453, -1.26167], [1.81172, 1.58069, -0.77791], [0.40557, 0.04315, 1.23626], [1.25027, 0.22608, 2.57384], [0.95062, -0.45966, 1.96647], [1.89834, -2.35909, 1.10889], [0.70234, -3.25437, 0.90252], [1.65333, -3.24666, 0.81433], [-1.39921, 0.34049, 3.12583], [-1.10641, -1.01037, 2.67443], [-1.85764, -0.51615, 3.06300], [-2.69663, 0.07700, 0.90377], [-2.29434, 0.31617, -0.58824], [-2.88743, -0.15476, -0.00571]], "mulliken_charge": [-0.72, -0.53, -0.68, -0.61, 0.04, 0.36, 0.20, 0.40, 0.21, 0.23, 0.37, 0.19, 0.31, -0.72, 0.32, 0.32, -0.66, 0.31, 0.36, -0.68, 0.34, 0.32, -0.69]}

No. 7
{"formula": "C3H16N2O3", "method": "ωB97M-V with the def2-TZVPD basis set", "multiplicity": 1, "gap_ha": 0.3290, "species": ["C", "C", "N", "C", "N", "H", "H", "H", "H", "H", "H", "H", "H", "H", "H", "O", "H", "H", "O", "H", "H", "O", "H", "H"], "positions_angstrom": [[1.62646, 0.43176, -2.39265], [1.41433, -0.25960, -1.01111], [2.65193, -0.81676, -0.55248], [0.46798, -1.45982, -1.32097], [0.12858, -2.28849, -0.18661], [0.80766, 0.17302, -3.06091], [1.72289, 1.51190, -2.32014], [2.54449, -0.03019, -2.75625], [0.76310, 0.37475, -0.38370], [2.53750, -1.45767, 0.22492], [3.42670, -0.17011, -0.52907], [1.03477, -2.02164, -2.07013], [-0.41894, -1.07875, -1.83469], [-0.09790, -3.24270, -0.42965], [-0.59959, -1.90904, 0.39438], [3.14843, -0.38994, 2.48337], [3.55750, -0.62932, 3.31829], [2.32929, -0.93166, 2.41509], [-4.68959, 4.77427, 0.91811], [-4.58770, 4.29483, 1.76974], [-4.50179, 4.25221, 0.16539], [-4.33825, 0.58512, 2.25496], [-3.67365, -0.05941, 2.50178], [-5.25418, 0.34724, 2.40232]], "mulliken_charge": [-1.39, 0.63, -0.60, -0.88, -0.52, 0.32, 0.34, 0.41, 0.21, 0.17, 0.19, 0.46, 0.28, 0.20, 0.18, -0.63, 0.31, 0.32, -0.64, 0.33, 0.31, -0.64, 0.32, 0.32]}

No. 8
{"formula": "C3H16N2O3", "method": "ωB97M-V with the def2-TZVPD basis set", "multiplicity": 1, "gap_ha": 0.1363, "species": ["N", "C", "C", "C", "N", "H", "H", "H", "H", "H", "H", "H", "H", "H", "H", "H", "H", "O", "H", "H", "O", "H", "H", "O"], "positions_angstrom": [[-2.60893, 1.86468, 1.39543], [-0.30238, 0.02153, 1.81880], [0.28844, 0.02344, 0.44095], [-0.57658, 0.34609, -0.78081], [-1.28630, 1.58483, -0.75320], [-2.53821, 2.66543, 1.99329], [0.08604, 0.34409, 2.73323], [-0.69230, -0.97280, 2.07060], [-1.13426, 0.73722, 1.75176], [0.84273, -0.92009, 0.31057], [1.01399, 0.83815, 0.34786], [0.08313, 0.19938, -1.65625], [-1.37663, -0.37572, -0.78551], [-1.96076, 1.58728, 0.20285], [-0.59486, 2.29178, -0.86910], [0.27729, -2.97596, -2.21480], [0.78428, -2.23014, -0.97546], [-0.05616, -2.38435, -1.52989], [2.45008, -0.63880, -1.12779], [3.22574, 0.63747, -1.72125], [2.37942, 0.35383, -1.36242], [-3.52238, 1.60848, 1.35181], [3.02430, -2.48846, -0.14709], [2.19432, -2.11736, -0.49359]], "mulliken_charge": [-0.75, -0.95, -0.11, -0.59, -0.18, 0.13, 0.41, 0.33, 0.28, 0.12, 0.33, 0.50, 0.33, 0.33, 0.35, 0.29, 0.45, -0.68, 0.40, 0.28, -0.66, 0.15, 0.16, -0.94]}

No. 9
{"formula": "C3H16N2O3", "method": "ωB97M-V with the def2-TZVPD basis set", "multiplicity": 1, "gap_ha": 0.3365, "species": ["N", "C", "C", "C", "N", "H", "H", "H", "H", "H", "H", "H", "H", "H", "H", "O", "H", "H", "O", "H", "H", "O", "H", "H"], "positions_angstrom": [[1.09580, -1.83962, -2.48833], [0.69844, -0.44368, -2.38418], [0.08745, -0.14209, -0.97104], [-0.00777, 1.37300, -0.69485], [0.63608, 1.75756, 0.54278], [1.78226, -2.19418, -1.85390], [0.46184, -2.47615, -2.93064], [1.62866, 0.12611, -2.36665], [-0.03938, -0.24526, -3.15351], [0.75116, -0.60300, -0.22808], [-0.86594, -0.67336, -0.95716], [0.32695, 1.86745, -1.60511], [-1.08511, 1.47939, -0.50374], [1.01169, 2.67661, 0.69262], [1.50084, 1.24514, 0.67684], [-0.43211, 0.12948, 3.34816], [-0.93214, -0.51141, 2.81590], [-0.43503, 0.94624, 2.83356], [-4.14111, -0.27792, 0.15577], [-4.21441, -0.51504, 1.09553], [-3.27407, -0.60195, -0.12150], [2.22351, -0.38733, 2.57935], [1.78416, -0.48553, 3.43988], [1.43825, -0.20445, 2.07830]], "mulliken_charge": [-0.47, -0.73, -0.16, -0.36, -0.51, 0.16, 0.18, 0.42, 0.33, 0.15, 0.04, 0.39, 0.22, 0.21, 0.19, -0.68, 0.31, 0.33, -0.65, 0.31, 0.33, -0.66, 0.32, 0.33]}

No. 10
{"formula": "C3H16NO3", "method": "ωB97M-V with the def2-TZVPD basis set", "multiplicity": 1, "gap_ha": 0.4460, "total_charge": 1, "species": ["C", "C", "C", "N", "H", "H", "H", "H", "H", "H", "H", "H", "H", "H", "H", "H", "O", "H", "H", "O", "H", "H", "O"], "positions_angstrom": [[-0.99448, -0.12766, 0.63945], [-1.55660, -0.05533, -0.72022], [-3.14026, 0.10399, -0.49967], [0.61214, -0.27267, 0.39769], [-1.01387, 0.82994, 1.19107], [-1.22723, -0.93906, 1.36441], [-1.23551, -0.98584, -1.27507], [-1.32693, 0.74944, -1.43565], [-3.43716, -0.94637, -0.67401], [-3.25887, 0.55629, 0.48101], [-3.51981, 0.81396, -1.18213], [1.14722, 0.05866, 1.13583], [0.78717, -1.25235, 0.03760], [0.90520, 0.30280, -0.52805], [0.78349, -0.38868, -2.88362], [1.03347, 1.05910, -3.03230], [1.34653, 0.32341, -2.51621], [2.13455, 2.34768, 3.03775], [0.81506, 2.11595, 2.33795], [1.58965, 1.61268, 2.47432], [3.55799, -2.02903, -0.19130], [3.20368, -2.01637, 1.29274], [2.79456, -1.86055, 0.54840]], "mulliken_charge": [-0.59, -0.15, -1.14, -0.40, 0.32, 0.32, 0.28, 0.24, 0.30, 0.37, 0.35, 0.34, 0.44, 0.35, 0.34, 0.32, -0.68, 0.35, 0.29, -0.65, 0.34, 0.26, -0.60]}

No. 11
{"formula": "C3H16NO3", "method": "ωB97M-V with the def2-TZVPD basis set", "multiplicity": 1, "gap_ha": 0.4469, "total_charge": 1, "species": ["C", "C", "C", "N", "H", "H", "H", "H", "H", "H", "H", "H", "H", "H", "H", "H", "O", "H", "H", "O", "H", "H", "O"], "positions_angstrom": [[0.58628, -0.51389, -1.07418], [-0.54082, 0.35981, -1.59008], [-1.30303, -0.30392, -2.76337], [1.35110, 0.29425, -0.07261], [0.30313, -1.42587, -0.53067], [1.23195, -0.87714, -1.87003], [-0.22665, 1.37587, -1.98470], [-1.37632, 0.53745, -0.85670], [-0.74840, -0.10710, -3.70773], [-1.13223, -1.38044, -2.69402], [-2.34019, -0.00709, -2.96281], [2.34609, 0.00815, -0.05745], [1.41957, 1.24784, -0.41873], [1.03502, 0.37996, 0.89179], [-1.04821, 0.61825, 2.73905], [-1.04668, -0.68776, 2.06261], [-0.42798, 0.02107, 2.28628], [3.05618, -1.81025, 1.53544], [4.42016, -1.01903, 1.20360], [3.56275, -1.28475, 0.86254], [-3.01908, 2.25327, 2.92923], [-3.45076, 0.94406, 2.86556], [-2.65187, 1.37724, 3.20696]], "mulliken_charge": [-0.65, -0.12, -1.27, -0.12, 0.31, 0.38, 0.32, 0.18, 0.32, 0.35, 0.35, 0.37, 0.40, 0.22, 0.40, 0.27, -0.66, 0.34, 0.33, -0.68, 0.34, 0.33, -0.68]}

No. 12
{"formula": "C3H16NO3S", "method": "ωB97M-V with the def2-TZVPD basis set", "multiplicity": 1, "gap_ha": 0.3590, "total_charge": 1, "species": ["C", "C", "C", "S", "N", "H", "H", "H", "H", "H", "H", "H", "H", "H", "H", "H", "H", "O", "H", "H", "O", "H", "H", "O"], "positions_angstrom": [[1.66118, -1.74734, 0.93523], [0.99315, -0.35512, 0.76302], [-0.45636, -0.59833, 0.42671], [-1.46517, 0.95446, -0.05151], [1.01417, 0.68786, 1.92262], [1.75304, -2.20166, -0.08012], [1.01753, -2.42653, 1.42879], [2.53264, -1.77615, 1.47674], [1.45725, 0.09673, -0.24021], [-0.46424, -1.41294, -0.24820], [-1.16219, -0.75842, 1.27439], [-0.67944, 1.74443, -0.89664], [0.00397, 1.13438, 2.01068], [1.22680, 0.11737, 2.78363], [1.58012, 1.47268, 1.92058], [-0.67022, -1.58206, -2.57418], [0.40550, -1.47526, -3.52380], [0.18603, -1.43265, -2.60404], [2.33522, 3.25367, 0.08588], [2.08249, 3.53716, 1.47979], [1.83013, 2.91824, 0.90608], [-3.05526, -2.13754, -1.55598], [-2.35037, -0.96982, -2.41789], [-2.37330, -1.54781, -1.59046]], "mulliken_charge": [-1.55, 0.68, -1.38, -0.17, -0.14, 0.40, 0.42, 0.46, 0.10, 0.56, 0.38, 0.15, 0.37, 0.42, 0.30, 0.27, 0.32, -0.52, 0.33, 0.27, -0.61, 0.22, 0.32, -0.58]}

- What is the formula in the second record?
  C3H15NO3